No. 1
A molecular structure, C37H40KN8O5PS. Source: OMol25; level of theory: ωB97M-V/def2-TZVPD.

Each line ends with the Mulliken charge.
Atoms and positions in Å:
1 K -1.03 -0.69 0.91  0.83
2 N 3.75 2.79 7.59  -0.62
3 C 2.86 2.42 6.58  1.18
4 C 3.30 2.29 5.27  -0.75
5 C 2.41 1.97 4.26  -0.66
6 C 1.07 1.79 4.56  -0.28
7 C 0.61 1.92 5.85  -0.42
8 C 1.50 2.24 6.86  -0.69
9 S 0.01 1.35 3.17  1.69
10 O -1.34 1.13 3.65  -0.83
11 O 0.14 2.46 2.25  -0.80
12 N 0.57 0.04 2.46  -0.72
13 C 0.64 -1.02 3.25  0.76
14 N 0.72 -0.84 4.59  -0.41
15 C 0.77 -1.92 5.34  -0.25
16 C 0.73 -3.20 4.83  -1.23
17 C 0.65 -3.28 3.44  -0.03
18 N 0.60 -2.23 2.66  0.11
19 H 4.71 2.54 7.39  0.22
20 H 3.47 2.50 8.52  0.22
21 H 4.35 2.42 5.04  0.25
22 H 2.73 1.84 3.24  0.46
23 H -0.43 1.76 6.05  0.48
24 H 1.16 2.33 7.89  0.25
25 H 0.84 -1.72 6.41  0.41
26 H 0.77 -4.08 5.46  0.36
27 H 0.59 -4.24 2.93  0.44
28 C -2.14 2.84 0.00  -1.78
29 C -3.44 2.57 -0.68  0.76
30 C -4.54 3.37 -0.42  -0.65
31 C -5.76 3.16 -1.05  -0.65
32 C -5.87 2.14 -1.98  -0.90
33 C -4.78 1.33 -2.24  0.01
34 C -3.56 1.51 -1.59  0.27
35 P -2.06 0.49 -1.90  1.02
36 C -2.84 -0.91 -2.79  1.11
37 C -3.90 -1.51 -2.13  -0.65
38 C -4.54 -2.62 -2.64  -0.76
39 C -4.11 -3.17 -3.84  -0.85
40 C -3.03 -2.61 -4.49  -0.68
41 C -2.37 -1.50 -3.97  0.33
42 C -1.16 -0.98 -4.69  -1.35
43 C -1.30 1.56 -3.16  0.31
44 C -2.08 2.30 -4.03  -0.41
45 C -1.53 3.16 -4.97  -0.89
46 C -0.13 3.30 -5.00  -0.34
47 C 0.66 2.61 -4.15  -1.17
48 C 0.15 1.67 -3.19  1.64
49 C 0.98 0.93 -2.41  -1.48
50 H -2.09 3.86 0.38  0.54
51 H -1.31 2.70 -0.69  0.19
52 H -1.99 2.17 0.84  0.22
53 H -4.45 4.17 0.30  0.41
54 H -6.61 3.79 -0.83  0.35
55 H -6.80 1.98 -2.51  0.40
56 H -4.89 0.53 -2.97  0.50
57 H -4.21 -1.09 -1.18  0.49
58 H -5.36 -3.07 -2.10  0.39
59 H -4.60 -4.04 -4.25  0.34
60 H -2.66 -3.05 -5.41  0.35
61 H -0.80 -1.72 -5.41  0.49
62 H -0.36 -0.75 -3.99  0.04
63 H -1.39 -0.06 -5.23  0.32
64 H -3.16 2.21 -4.00  0.25
65 H -2.16 3.72 -5.65  0.36
66 H 0.31 4.00 -5.71  0.33
67 H 1.74 2.74 -4.17  0.30
68 H 0.61 0.27 -1.64  -0.25
69 H 2.06 1.06 -2.46  0.19
70 N 0.61 -2.60 -1.66  -0.27
71 C 0.27 -3.59 -0.63  -0.10
72 C -1.21 -3.44 -0.13  0.46
73 O -1.71 -4.43 0.41  -0.87
74 O -1.73 -2.33 -0.35  -0.71
75 H 0.11 -1.74 -1.38  -0.31
76 H 0.18 -2.86 -2.54  0.33
77 H 0.92 -3.42 0.22  -0.17
78 H 0.43 -4.59 -1.01  0.44
79 C 5.95 -1.00 -1.58  -1.14
80 N 5.03 -1.08 -0.48  0.21
81 C 5.43 -0.93 0.90  -0.43
82 C 4.30 -1.74 1.63  0.30
83 O 4.30 -1.93 2.82  -0.71
84 N 3.42 -2.15 0.70  -0.35
85 C 3.83 -1.76 -0.49  0.26
86 N 3.20 -2.04 -1.62  -0.32
87 H 6.97 -1.05 -1.20  0.35
88 H 5.83 -0.07 -2.14  0.27
89 H 5.80 -1.86 -2.25  0.41
90 H 5.39 0.11 1.22  0.25
91 H 6.42 -1.34 1.10  0.34
92 H 2.15 -2.29 -1.58  0.40
93 H 3.46 -1.48 -2.42  0.32

## Properties
Spin multiplicity: 1
Orbital gap, eV: 4.593
Total charge: -2
HOMO, eV: -0.5212
LUMO energy, eV: 4.072

=====

No. 2
A molecular structure, C37H40N2OP2Pd. Source: OMol25; level of theory: ωB97M-V/def2-TZVPD.

Each line ends with the Mulliken charge.
Atoms and positions in Å:
1 Pd 0.98 -1.45 -1.40  -0.50
2 C 0.34 0.76 1.34  0.48
3 C 1.47 -0.04 1.98  -0.92
4 P 2.30 -1.14 0.75  1.63
5 C 3.67 -1.80 1.78  0.54
6 C 3.51 -2.91 2.61  -0.44
7 C 4.57 -3.33 3.40  -0.72
8 C 5.78 -2.66 3.38  -0.50
9 C 5.94 -1.55 2.55  -0.62
10 C 4.89 -1.13 1.75  -0.29
11 C 1.18 -2.58 0.65  -1.58
12 C 1.54 -3.58 -0.28  0.64
13 C 0.70 -4.67 -0.51  -0.79
14 C -0.48 -4.80 0.19  -0.71
15 C -0.82 -3.85 1.16  -0.23
16 C -0.01 -2.76 1.38  0.70
17 P -0.91 1.60 2.42  -0.62
18 C -1.55 0.12 3.30  0.16
19 C -0.91 -0.54 4.35  -0.02
20 C -1.42 -1.73 4.85  -0.66
21 C -2.57 -2.29 4.31  -0.57
22 C -3.23 -1.63 3.28  -0.61
23 C -2.72 -0.43 2.79  -0.25
24 C 0.13 2.41 3.68  0.82
25 C -0.35 2.60 4.97  -0.46
26 C 0.38 3.32 5.91  -0.64
27 C 1.60 3.89 5.55  -0.45
28 C 2.08 3.73 4.26  -0.73
29 C 1.35 3.00 3.33  -0.30
30 H -0.25 0.13 0.66  -0.59
31 H 0.76 1.53 0.68  0.35
32 H 1.12 -0.65 2.83  0.09
33 H 2.24 0.62 2.37  0.63
34 H 2.57 -3.44 2.63  0.30
35 H 4.44 -4.20 4.04  0.41
36 H 6.60 -2.99 4.00  0.37
37 H 6.89 -1.03 2.53  0.40
38 H 5.02 -0.28 1.09  0.35
39 H 2.52 -3.55 -0.75  0.38
40 H 0.99 -5.42 -1.23  0.43
41 H -1.13 -5.65 0.01  0.41
42 H -1.74 -3.95 1.73  0.44
43 H -0.30 -2.03 2.13  -0.47
44 H -0.01 -0.13 4.78  0.45
45 H -0.90 -2.24 5.66  0.42
46 H -2.96 -3.22 4.70  0.43
47 H -4.14 -2.04 2.87  0.41
48 H -3.25 0.09 2.00  0.48
49 H -1.30 2.17 5.26  0.43
50 H -0.01 3.45 6.91  0.38
51 H 2.17 4.45 6.28  0.37
52 H 3.02 4.18 3.97  0.39
53 H 1.73 2.91 2.32  0.37
54 C 2.27 1.88 -2.10  -1.27
55 C 2.33 0.74 -3.13  2.79
56 C 3.68 0.03 -3.00  -1.55
57 C 2.21 1.34 -4.54  -2.04
58 C 1.17 -0.19 -2.91  -1.31
59 H 3.07 2.61 -2.28  0.47
60 H 2.40 1.48 -1.09  -0.02
61 H 1.31 2.41 -2.14  0.39
62 H 4.51 0.72 -3.17  0.45
63 H 3.75 -0.79 -3.73  0.35
64 H 3.79 -0.41 -2.00  0.06
65 H 3.06 2.00 -4.75  0.44
66 H 1.29 1.92 -4.64  0.40
67 H 2.21 0.55 -5.29  0.42
68 H 0.25 0.36 -3.19  0.41
69 N -2.50 -1.71 -5.68  -0.29
70 C -3.45 -1.90 -4.73  0.38
71 O -4.59 -2.20 -5.00  -0.64
72 C -3.02 -1.71 -3.31  0.59
73 C -4.00 -1.65 -2.33  -0.58
74 C -3.62 -1.48 -1.01  -0.99
75 C -2.27 -1.38 -0.72  -0.09
76 N -1.32 -1.44 -1.65  0.77
77 C -1.69 -1.60 -2.92  -0.73
78 H -2.79 -1.79 -6.64  0.23
79 H -1.59 -1.34 -5.48  0.17
80 H -5.04 -1.75 -2.62  0.50
81 H -4.35 -1.43 -0.21  0.48
82 H -1.93 -1.26 0.31  0.04
83 H -0.87 -1.66 -3.61  0.21

## Properties
Relative energy (zero: lowest compared OMol25 entry of this formula, charge and spin), kcal/mol: 0.7
Spin multiplicity: 1
Orbital gap (spin up / spin down), eV: 6.716 / 6.627
Total charge: 0
HOMO (spin up / spin down), eV: -6.3633 / -6.2747
LUMO energy (spin up / spin down), eV: 0.353 / 0.352

=====

No. 3
A molecular structure, C37H40O2P2Pt. Source: OMol25; level of theory: ωB97M-V/def2-TZVPD.

Each line ends with the Mulliken charge.
Atoms and positions in Å:
1 Pt 0.24 1.87 0.99  1.62
2 C 0.56 -3.49 -0.44  0.10
3 C 1.17 -2.88 -1.46  -0.26
4 C 0.81 -3.10 -2.91  -1.19
5 C -0.69 -3.31 -3.27  -1.21
6 C -1.74 -2.65 -2.42  0.04
7 C -2.27 -3.12 -1.28  -0.53
8 C -1.86 -4.38 -0.59  -1.08
9 C -0.34 -4.68 -0.62  -1.23
10 C -0.87 3.51 1.67  -1.98
11 H 0.76 -3.21 0.59  0.39
12 H 2.07 -2.28 -1.28  0.77
13 H 1.36 -3.99 -3.28  0.42
14 H 1.19 -2.25 -3.50  0.26
15 H -0.82 -2.88 -4.28  0.42
16 H -0.87 -4.39 -3.39  0.34
17 H -2.22 -1.80 -2.90  0.82
18 H -3.20 -2.70 -0.89  0.63
19 H -2.38 -5.24 -1.05  0.35
20 H -2.19 -4.33 0.46  0.32
21 H -0.14 -5.37 0.22  0.50
22 H -0.11 -5.24 -1.54  0.33
23 H -0.95 3.42 2.76  0.40
24 H -1.86 3.58 1.21  0.52
25 H -0.28 4.40 1.42  0.53
26 P 1.64 0.43 -0.04  -0.56
27 P -1.61 1.26 -0.11  -0.26
28 C 0.49 -0.07 -1.32  -1.03
29 C -0.86 0.13 -1.26  -0.39
30 C 3.12 0.94 -0.99  0.48
31 C 3.67 0.14 -2.02  0.10
32 C 4.81 0.58 -2.70  -0.80
33 C 5.42 1.79 -2.36  -0.53
34 C 4.85 2.60 -1.37  -0.75
35 C 3.69 2.19 -0.71  -0.51
36 C 2.20 -0.79 1.22  0.89
37 C 1.29 -1.21 2.21  -0.29
38 C 1.72 -1.95 3.31  -0.67
39 C 3.06 -2.33 3.42  -0.66
40 C 3.96 -1.97 2.41  -0.66
41 C 3.55 -1.20 1.32  -0.57
42 C -2.50 2.44 -1.16  0.67
43 C -1.73 3.31 -1.95  -0.51
44 C -2.36 4.29 -2.72  -0.64
45 C -3.76 4.35 -2.77  -0.51
46 C -4.52 3.41 -2.06  -0.59
47 C -3.90 2.45 -1.27  -0.44
48 C -2.86 0.53 1.00  0.29
49 C -3.10 1.06 2.27  -0.29
50 C -4.01 0.43 3.13  -0.69
51 C -4.64 -0.76 2.73  -0.50
52 C -4.41 -1.28 1.45  -0.56
53 C -3.58 -0.59 0.57  -0.37
54 H 0.97 -0.44 -2.23  0.81
55 H -1.53 -0.28 -2.01  0.71
56 H 3.20 -0.81 -2.29  0.17
57 H 5.23 -0.03 -3.51  0.41
58 H 6.34 2.11 -2.86  0.35
59 H 5.29 3.56 -1.10  0.44
60 H 3.24 2.82 0.04  0.24
61 H 0.23 -0.93 2.13  0.35
62 H 1.01 -2.22 4.10  0.44
63 H 3.40 -2.91 4.28  0.37
64 H 5.01 -2.27 2.49  0.39
65 H 4.26 -0.91 0.55  0.40
66 H -0.64 3.23 -1.93  0.36
67 H -1.76 4.99 -3.30  0.39
68 H -4.25 5.11 -3.38  0.36
69 H -5.61 3.44 -2.13  0.38
70 H -4.48 1.70 -0.74  0.34
71 H -2.58 1.96 2.58  0.30
72 H -4.21 0.85 4.11  0.40
73 H -5.32 -1.27 3.42  0.37
74 H -4.88 -2.22 1.15  0.42
75 H -3.48 -0.91 -0.47  0.75
76 C 2.29 2.90 4.51  -0.77
77 O 1.33 2.30 3.62  -0.28
78 C 1.66 2.47 2.32  0.74
79 O 2.72 2.99 2.01  -0.64
80 H 2.24 3.99 4.43  0.29
81 H 3.32 2.56 4.29  0.30
82 H 1.98 2.57 5.50  0.25

## Properties
Relative energy (zero: lowest compared OMol25 entry of this formula, charge and spin), kcal/mol: 19.5
Spin multiplicity: 3
Orbital gap (spin up / spin down), eV: 5.274 / 5.230
Total charge: 0
HOMO (spin up / spin down), eV: -4.7037 / -7.9926
<S²>: 2.0112
LUMO energy (spin up / spin down), eV: 0.570 / -2.763

=====

No. 4
A molecular structure, C37H40P2S2Sb2Ti. Source: OMol25; level of theory: ωB97M-V/def2-TZVPD.

Each line ends with the Mulliken charge.
Atoms and positions in Å:
1 Ti 0.33 -0.04 -1.10  0.03
2 S 2.62 0.89 -0.76  -0.77
3 P 1.93 0.58 1.15  1.92
4 C 0.38 -0.05 1.11  -0.69
5 P -0.32 -1.56 1.20  2.01
6 S -0.89 -2.16 -0.67  -0.80
7 C -1.83 -1.52 2.21  0.08
8 C -2.55 -2.69 2.46  -0.56
9 C -3.71 -2.65 3.21  -0.65
10 C -4.17 -1.45 3.72  -0.47
11 C -3.47 -0.28 3.48  -0.79
12 C -2.30 -0.31 2.72  0.07
13 C 0.65 -2.87 1.99  0.17
14 C 1.10 -3.98 1.30  -0.35
15 C 1.89 -4.93 1.94  -0.66
16 C 2.22 -4.77 3.27  -0.55
17 C 1.78 -3.65 3.97  -0.60
18 C 1.00 -2.71 3.34  -0.36
19 C 3.16 -0.40 2.07  0.57
20 C 3.48 -0.10 3.39  -0.48
21 C 4.36 -0.91 4.09  -0.71
22 C 4.92 -2.03 3.48  -0.57
23 C 4.60 -2.33 2.16  -0.60
24 C 3.73 -1.52 1.46  -0.39
25 C 1.94 2.19 1.99  -0.11
26 C 2.96 3.11 1.78  -0.61
27 C 2.95 4.33 2.44  -0.71
28 C 1.92 4.63 3.32  -0.47
29 C 0.90 3.72 3.54  -0.63
30 C 0.91 2.50 2.87  -0.19
31 H -2.19 -3.63 2.06  0.36
32 H -4.26 -3.57 3.40  0.40
33 H -5.08 -1.42 4.31  0.38
34 H -3.83 0.66 3.87  0.42
35 H -1.73 0.59 2.52  0.19
36 H 0.83 -4.10 0.26  0.42
37 H 2.23 -5.80 1.40  0.41
38 H 2.84 -5.51 3.77  0.41
39 H 2.05 -3.52 5.01  0.43
40 H 0.65 -1.84 3.88  0.31
41 H 3.05 0.77 3.87  0.36
42 H 4.61 -0.67 5.12  0.41
43 H 5.61 -2.66 4.03  0.40
44 H 5.03 -3.20 1.68  0.41
45 H 3.49 -1.74 0.42  0.31
46 H 3.75 2.87 1.08  0.39
47 H 3.75 5.04 2.26  0.39
48 H 1.91 5.59 3.83  0.39
49 H 0.10 3.96 4.22  0.43
50 H 0.12 1.77 3.03  0.34
51 C 2.45 -0.08 -4.86  -1.31
52 Sb 0.54 -0.28 -3.92  0.67
53 C -0.08 -2.04 -4.96  -1.39
54 C -0.48 1.15 -5.20  -1.50
55 C -1.97 1.08 -5.09  0.77
56 C -2.65 0.14 -5.87  -0.57
57 C -4.02 -0.01 -5.80  -0.76
58 C -4.76 0.79 -4.95  -0.73
59 C -4.10 1.74 -4.18  -0.59
60 C -2.72 1.90 -4.23  0.72
61 C -2.08 2.93 -3.34  -1.55
62 Sb -1.50 2.08 -1.45  0.66
63 C -3.46 1.74 -0.67  -1.17
64 C -1.01 3.88 -0.42  -1.20
65 H 2.35 -0.14 -5.94  0.39
66 H 3.11 -0.88 -4.51  0.36
67 H 2.90 0.88 -4.59  0.37
68 H 0.10 -1.94 -6.03  0.39
69 H -1.14 -2.22 -4.78  0.38
70 H 0.49 -2.89 -4.57  0.40
71 H -0.16 0.90 -6.22  0.65
72 H -0.08 2.13 -4.97  0.45
73 H -2.08 -0.48 -6.55  0.38
74 H -4.52 -0.75 -6.42  0.41
75 H -5.83 0.70 -4.88  0.40
76 H -4.67 2.38 -3.52  0.36
77 H -2.79 3.73 -3.12  0.65
78 H -1.20 3.38 -3.78  0.56
79 H -4.05 2.65 -0.70  0.44
80 H -3.37 1.39 0.36  0.23
81 H -3.94 0.96 -1.26  0.35
82 H -1.82 4.59 -0.48  0.47
83 H -0.11 4.30 -0.86  0.37
84 H -0.80 3.64 0.62  0.25

## Properties
Relative energy (zero: lowest compared OMol25 entry of this formula, charge and spin), kcal/mol: 0.0
Spin multiplicity: 3
Orbital gap (spin up / spin down), eV: 6.862 / 8.090
Total charge: 0
HOMO (spin up / spin down), eV: -6.2639 / -7.5829
<S²>: 2.0085
LUMO energy (spin up / spin down), eV: 0.598 / 0.507

=====

No. 5
8 unconnected molecules or ions with the total composition C37H41BFN8O. Source: OMol25; level of theory: ωB97M-V/def2-TZVPD.

Each line ends with the Mulliken charge.
Atoms and positions in Å:
1 N -2.46 -3.27 2.09  -0.64
2 B -1.80 -3.51 0.71  0.23
3 C -1.81 -2.19 -0.27  0.07
4 C -3.22 -2.02 -1.02  0.72
5 O -3.73 -0.91 -1.29  -0.59
6 F -3.99 -3.16 -1.45  -0.31
7 H -2.56 -4.23 2.48  0.15
8 H -3.44 -3.01 1.85  0.16
9 H -0.69 -3.93 0.89  -0.29
10 H -2.43 -4.38 0.17  -0.23
11 H -1.47 -1.22 0.25  -0.01
12 H -1.01 -2.39 -1.09  -0.24
13 N -1.19 -1.26 5.67  -0.54
14 C -1.30 -0.11 6.35  -0.39
15 C -2.15 0.92 5.99  -0.41
16 C -2.93 0.76 4.85  -0.42
17 C -2.84 -0.42 4.13  -0.31
18 C -1.96 -1.40 4.58  -0.58
19 H -0.66 -0.03 7.23  0.41
20 H -2.20 1.83 6.57  0.42
21 H -3.61 1.54 4.53  0.36
22 H -3.43 -0.58 3.24  0.46
23 H -1.85 -2.34 4.05  1.01
24 N -2.94 -6.75 7.69  -0.60
25 C -3.60 -6.10 6.72  -0.27
26 C -3.39 -4.78 6.39  -0.37
27 C -2.43 -4.07 7.11  0.23
28 C -1.74 -4.71 8.12  -0.46
29 C -2.02 -6.04 8.37  -0.23
30 H -4.33 -6.70 6.19  0.35
31 H -3.95 -4.31 5.59  0.38
32 H -2.24 -3.02 6.88  0.26
33 H -0.99 -4.19 8.70  0.36
34 H -1.50 -6.59 9.15  0.34
35 N 0.76 0.43 1.37  -0.36
36 C 1.24 1.44 0.62  -0.52
37 C 1.29 2.76 1.04  -0.25
38 C 0.83 3.06 2.31  -0.45
39 C 0.33 2.04 3.11  -0.20
40 C 0.33 0.75 2.60  -0.35
41 H 1.58 1.15 -0.37  0.41
42 H 1.69 3.53 0.39  0.53
43 H 0.86 4.08 2.67  0.33
44 H -0.04 2.24 4.11  0.41
45 H -0.05 -0.08 3.18  0.47
46 N 3.05 5.44 0.69  -0.26
47 C 2.99 6.55 1.44  -0.24
48 C 4.06 7.42 1.62  -0.53
49 C 5.26 7.12 0.99  -0.13
50 C 5.34 5.97 0.21  -0.66
51 C 4.22 5.17 0.09  -0.02
52 H 2.03 6.74 1.91  0.36
53 H 3.95 8.30 2.23  0.35
54 H 6.11 7.77 1.10  0.36
55 H 6.26 5.71 -0.30  0.35
56 H 4.23 4.27 -0.51  0.38
57 N 1.13 -1.83 -2.53  -0.16
58 C 1.13 -0.87 -3.47  -0.26
59 C 1.90 -0.92 -4.62  -0.55
60 C 2.72 -2.02 -4.82  -0.14
61 C 2.74 -3.02 -3.86  -0.56
62 C 1.93 -2.88 -2.74  -0.30
63 H 0.47 -0.03 -3.27  0.41
64 H 1.85 -0.12 -5.35  0.42
65 H 3.34 -2.09 -5.70  0.40
66 H 3.37 -3.89 -3.98  0.37
67 H 1.91 -3.64 -1.97  0.37
68 N 3.82 1.14 -6.84  -0.41
69 C 3.76 2.23 -6.07  0.00
70 C 4.82 3.10 -5.88  -0.58
71 C 6.02 2.82 -6.52  -0.13
72 C 6.11 1.69 -7.32  -0.42
73 C 4.99 0.89 -7.45  -0.22
74 H 2.80 2.41 -5.59  0.36
75 H 4.71 3.97 -5.25  0.37
76 H 6.88 3.47 -6.39  0.35
77 H 7.03 1.44 -7.83  0.34
78 H 5.01 0.00 -8.06  0.35
79 N -5.82 0.57 -6.18  -0.60
80 C -4.49 0.70 -6.30  -0.18
81 C -3.58 0.14 -5.42  -0.56
82 C -4.07 -0.60 -4.35  0.10
83 C -5.44 -0.75 -4.20  -0.24
84 C -6.27 -0.15 -5.13  -0.27
85 H -4.16 1.29 -7.15  0.34
86 H -2.52 0.27 -5.57  0.39
87 H -3.39 -1.06 -3.64  0.26
88 H -5.85 -1.31 -3.38  0.38
89 H -7.35 -0.23 -5.06  0.33

## Properties
Spin multiplicity: 1
Orbital gap, eV: 5.738
Total charge: -1
HOMO, eV: -4.0073
LUMO energy, eV: 1.730

=====

> Number 1 is which compound?

C37H40KN8O5PS